No. 1
Molecular formula: C10H16
Method: DFT, ωB97M-V/def2-TZVPD

The HOMO energy comes out at -8.6 eV. The SMILES is Cc1ccccc1.CCC. Its LUMO energy is 0.948 eV. The orbital gap is 9.58 eV. For the calculated total energy, the calculation gives -10627.415 eV.

Bonds (Å) are listed after each position.
Cartesian coordinates (Å):
1 H 2.12811 -0.03644 -2.08317  C5 1.053
2 C 1.98302 -1.87672 -0.91752  C5 1.369, C8 1.378, H12 1.093
3 C 1.23891 -0.17004 1.13739  C14 1.356, C18 1.425, H22 1.100
4 H 1.29131 -1.95231 2.44997  C14 1.154
5 C 1.94555 -0.53242 -1.17189  H1 1.053, C2 1.369, C18 1.459
6 H -2.87379 0.29697 -1.83021  C21 1.171
7 H -1.87270 1.52488 -0.85877  C21 1.113
8 C 1.64172 -2.39526 0.31264  C2 1.378, C14 1.433, H25 1.154
9 H -1.07591 0.14369 -1.76888  C21 1.022
10 H 2.70274 2.14178 -0.81559  C23 1.152
11 C -2.76226 0.80713 1.07319  H13 1.139, H16 1.191, C17 1.554, H20 1.101
12 H 2.20541 -2.53858 -1.75841  C2 1.093
13 H -2.51718 1.91126 0.94029  C11 1.139
14 C 1.37025 -1.49509 1.39368  C3 1.356, H4 1.154, C8 1.433
15 H 0.95118 2.07878 -1.09872  C23 1.107
16 H -2.69880 0.55415 2.23537  C11 1.191
17 C -1.86432 -0.10688 0.19304  C11 1.554, C21 1.544, H24 1.077, H26 1.139
18 C 1.53553 0.40483 -0.13212  C3 1.425, C5 1.459, C23 1.413
19 H 1.50140 2.59165 0.39341  C23 1.112
20 H -3.81666 0.90296 0.77075  C11 1.101
21 C -1.88177 0.47825 -1.23584  H6 1.171, H7 1.113, H9 1.022, C17 1.544
22 H 0.76138 0.49216 1.87477  C3 1.100
23 C 1.71089 1.78984 -0.34788  H10 1.152, H15 1.107, C18 1.413, H19 1.112
24 H -0.83599 -0.31799 0.43579  C17 1.077
25 H 1.46920 -3.51864 0.51529  C8 1.154
26 H -2.23721 -1.17796 0.29343  C17 1.139


No. 2
Molecular formula: C3H4O3S
Method: DFT, ωB97M-V/def2-TZVPD

The HOMO energy comes out at -9.6 eV. The SMILES is COC(=O)C(=O)S. Its LUMO energy is 0.109 eV. The orbital gap is 9.75 eV. For the calculated total energy, the calculation gives -20152.315 eV.

Bonds (Å) are listed after each position.
Cartesian coordinates (Å):
1 O -1.05701 -1.15554 -1.95256  C10 1.178
2 C -0.20356 0.22896 0.07141  O4 1.293, C10 1.637, O11 1.154
3 H -3.68354 -1.32650 -0.86879  S7 1.361
4 O 0.99221 0.13514 -0.41142  C2 1.293, C6 1.478
5 H 1.86961 1.57230 0.77881  C6 1.064
6 C 1.98889 0.52859 0.60711  O4 1.478, H5 1.064, H8 1.089, H9 1.047
7 S -2.84058 -0.60108 -0.08418  H3 1.361, C10 1.874
8 H 3.01122 0.41354 0.25045  C6 1.089
9 H 1.73576 0.08779 1.52230  C6 1.047
10 C -1.21631 -0.46842 -1.00966  O1 1.178, C2 1.637, S7 1.874
11 O -0.59669 0.58524 1.09654  C2 1.154


In eV, the relative energy (zero: lowest compared OMol25 entry of this formula, charge and spin) values for the records above are, in order, 2.329; 2.059.